--- w ---
2 unconnected molecules or ions with the total composition C3H5BrO, computed with ωB97M-V/def2-TZVPD.

Last columns: bonded neighbours and bond lengths (Å).
Positions of all 10 atoms, in Å:
1 C 0.87656 0.43636 1.40674  C2 1.329, H6 1.172, H7 1.162
2 C -0.07147 0.93383 0.61856  C1 1.329, Br5 1.869
3 C -0.79745 -0.60687 -1.02871  O4 1.310, H8 1.084, H9 1.012
4 O 0.06772 -1.58713 -1.11309  C3 1.310, H10 1.013
5 Br -1.07792 2.50475 0.50651  C2 1.869
6 H 1.53429 1.07264 2.13860  C1 1.172
7 H 1.02268 -0.70113 1.22180  C1 1.162
8 H -1.65275 -0.93262 -0.44774  C3 1.084
9 H -0.79936 0.14409 -1.70705  C3 1.012
10 H 0.89771 -1.26392 -1.59562  O4 1.013

Values from the calculation:
- Total charge: 0
- HOMO energy: -0.2920 Ha
- Orbital gap: 8.445 eV

Löwdin population analysis, charges in e, atoms 1 to 5: -0.16, -0.75, -0.11, -0.03, 0.61

--- x ---
2 unconnected molecules or ions with the total composition C3H5BrO, computed with ωB97M-V/def2-TZVPD.

Last columns: bonded neighbours and bond lengths (Å).
Positions of all 10 atoms, in Å:
1 C -0.56617 0.50135 -1.21115  C3 1.473, O4 1.171, H6 1.084
2 C -0.04201 0.02102 1.29259  C3 1.527, H7 1.029, H8 1.042, H9 1.131
3 C 0.22810 -0.20659 -0.19298  C1 1.473, C2 1.527, Br5 1.914
4 O -1.51531 1.12891 -0.93553  C1 1.171
5 Br 2.09638 -0.14497 -0.60587  C3 1.914
6 H -0.17184 0.21606 -2.17927  C1 1.084
7 H 0.55994 -0.70275 1.70696  C2 1.029
8 H -1.06797 -0.07622 1.44465  C2 1.042
9 H 0.50164 0.98831 1.51315  C2 1.131
10 H -0.02277 -1.72513 -0.83256  no bonds

Values from the calculation:
- Total charge: 0
- HOMO energy: -0.3641 Ha
- Orbital gap: 9.774 eV

Löwdin population analysis, charges in e, atoms 1 to 5: -0.44, -0.12, -0.76, 0.10, 0.69

Quick ranking, most stable first: x, w.

--- w ---
5 unconnected molecules or ions with the total composition CH11O5, computed with ωB97M-V/def2-TZVPD.

Last columns: bonded neighbours and bond lengths (Å).
Positions of all 17 atoms, in Å:
1 C 0.72673 0.78719 -1.28831  O2 1.388, H3 1.126, H4 1.166, H5 1.158
2 O 0.55702 -0.18478 -0.31277  C1 1.388
3 H 0.64753 1.84133 -0.89975  C1 1.126
4 H -0.11753 0.80816 -2.09213  C1 1.166
5 H 1.77507 0.63528 -1.75612  C1 1.158
6 H 1.95448 -2.90842 -0.23517  O8 0.972
7 H 1.64475 -1.48261 -0.35832  O8 0.997
8 O 2.43483 -2.08585 -0.43016  H6 0.972, H7 0.997
9 H -1.04053 -0.63044 -0.59834  O11 1.007
10 H -2.21404 -0.45535 -1.59057  O11 1.024
11 O -1.95359 -1.01698 -0.77477  H9 1.007, H10 1.024
12 H 1.04593 0.91512 2.67558  O14 0.979
13 H 0.87422 0.72658 1.19964  O14 0.970
14 O 0.95882 1.43851 1.85257  H12 0.979, H13 0.970
15 H -1.88527 1.03706 1.63065  O17 0.942
16 H -2.67367 -0.08447 1.19174  O17 0.954
17 O -2.73476 0.65967 1.78622  H15 0.942, H16 0.954

Values from the calculation:
- Total charge: -1
- HOMO energy: -0.1683 Ha
- Orbital gap: 8.547 eV

Löwdin population analysis, charges in e, atoms 1 to 5: -0.32, -0.43, 0.05, 0.06, 0.08

--- x ---
5 unconnected molecules or ions with the total composition CH11O5, computed with ωB97M-V/def2-TZVPD.

Last columns: bonded neighbours and bond lengths (Å).
Positions of all 17 atoms, in Å:
1 C 1.97720 -0.34255 0.00555  O2 1.499, H3 1.060, H4 1.091, H5 1.105
2 O 0.72217 -0.54330 -0.78829  C1 1.499, H9 1.111
3 H 1.92573 -0.80563 0.95806  C1 1.060
4 H 2.07141 0.73689 0.13526  C1 1.091
5 H 2.84300 -0.64167 -0.61207  C1 1.105
6 H -1.21772 1.30265 0.97105  O8 1.026
7 H -1.73141 2.19524 -0.16760  O8 0.975
8 O -0.98863 2.16428 0.46286  H6 1.026, H7 0.975
9 H 0.08398 -0.42100 0.11229  O2 1.111
10 H -0.30584 0.38889 2.26092  O11 0.988
11 O -0.47878 -0.34552 1.62261  H10 0.988
12 H -0.58427 1.85053 -1.03651  O14 1.001
13 H -0.79581 0.89207 -2.14713  O14 0.959
14 O -0.81288 1.84159 -2.01141  H12 1.001, H13 0.959
15 H -0.27775 -2.54480 -0.32012  O17 0.917
16 H -1.46137 -2.62807 0.64099  O17 0.997
17 O -0.96904 -3.09958 -0.08647  H15 0.917, H16 0.997

Values from the calculation:
- Total charge: -1
- HOMO energy: -0.1776 Ha
- Orbital gap: 8.925 eV

Löwdin population analysis, charges in e, atoms 1 to 5: -0.16, -0.27, 0.04, 0.06, 0.06

Quick ranking, most stable first: w, x.

--- w ---
A single C2H5B molecule, computed with ωB97M-V/def2-TZVPD.

Last columns: bonded neighbours and bond lengths (Å).
Positions of all 8 atoms, in Å:
1 B 1.04255 -0.33432 0.36956  C2 1.534, C3 1.535, H4 1.219
2 C 0.15984 0.58661 -0.48158  B1 1.534, C3 1.557, H5 1.138, H6 1.306
3 C -0.48381 -0.47761 0.45534  B1 1.535, C2 1.557, H7 1.090, H8 1.116
4 H 2.07278 -0.91781 0.66122  B1 1.219
5 H -0.24118 1.64958 -0.40908  C2 1.138
6 H 0.00739 0.37681 -1.76174  C2 1.306
7 H -1.15517 -1.20838 0.00411  C3 1.090
8 H -1.02243 0.04788 1.27981  C3 1.116

Values from the calculation:
- Structure (SMILES): B1CC1
- Total charge: 0
- HOMO energy: -0.3710 Ha
- Orbital gap: 10.377 eV

Löwdin population analysis, charges in e, atoms 1 to 5: -0.11, -0.17, -0.17, 0.05, 0.08

--- x ---
A single C2H5B molecule, computed with ωB97M-V/def2-TZVPD.

Last columns: bonded neighbours and bond lengths (Å).
Positions of all 8 atoms, in Å:
1 C -1.77123 -0.00537 -0.03727  B2 1.475, H4 1.112, H5 1.056
2 B -0.30001 0.06676 0.03914  C1 1.475, C3 1.837
3 C 1.53608 0.03288 0.05891  B2 1.837, H6 1.132, H7 0.993, H8 1.084
4 H -2.59636 0.17318 0.68638  C1 1.112
5 H -2.18275 -0.32832 -0.95451  C1 1.056
6 H 1.72105 -1.08203 -0.00131  C3 1.132
7 H 1.83621 0.39541 0.93369  C3 0.993
8 H 1.75701 0.74749 -0.72504  C3 1.084

Values from the calculation:
- Structure (SMILES): C=BC
- Total charge: 0
- HOMO energy: -0.3072 Ha
- Orbital gap: 8.907 eV

Löwdin population analysis, charges in e, atoms 1 to 5: -0.05, 0.07, -0.04, 0.01, -0.03

Quick ranking, most stable first: w, x.

--- w ---
3 unconnected molecules or ions with the total composition C2H12N4, computed with ωB97M-V/def2-TZVPD.

Last columns: bonded neighbours and bond lengths (Å).
Positions of all 18 atoms, in Å:
1 C -1.24253 -0.57476 -1.49764  N3 1.440, H5 1.101, H7 1.094, H8 1.110
2 C -1.91954 -0.07350 0.72293  N3 1.445, H6 1.093, H9 1.105, H10 1.101
3 N -0.98989 -0.81169 -0.10012  C1 1.440, C2 1.445
4 H 0.71159 -0.27831 1.35569  N11 1.003
5 H -2.21769 -0.99160 -1.79251  C1 1.101
6 H -1.67416 -0.19430 1.78160  C2 1.093
7 H -0.48853 -1.07684 -2.11153  C1 1.094
8 H -1.27256 0.49719 -1.78573  C1 1.110
9 H -1.94308 1.01013 0.50914  C2 1.105
10 H -2.94442 -0.45229 0.59014  C2 1.101
11 N 0.97976 -0.01652 0.42527  H4 1.003, N13 1.400, H14 1.068
12 N 2.94591 0.02233 0.68359  H17 1.023, H18 1.023
13 N 0.86340 1.33197 0.06789  N11 1.400, H15 1.017, H16 1.015
14 H 0.93584 -0.80936 -0.28928  N11 1.068
15 H 1.79447 1.65778 -0.18157  N13 1.017
16 H 0.24015 1.41222 -0.72940  N13 1.015
17 H 3.20787 -0.96636 0.69018  N12 1.023
18 H 3.01339 0.31392 1.66136  N12 1.023

Values from the calculation:
- Total charge: 0
- HOMO energy (alpha / beta): -0.2526 / -0.2915 Ha
- Orbital gap (alpha / beta): 7.380 / 8.887 eV

Löwdin population analysis, charges in e, atoms 1 to 5: -0.20, -0.20, -0.20, 0.10, 0.08

--- x ---
3 unconnected molecules or ions with the total composition C2H12N4, computed with ωB97M-V/def2-TZVPD.

Last columns: bonded neighbours and bond lengths (Å).
Positions of all 18 atoms, in Å:
1 C -0.29122 1.25663 -1.62789  N3 1.308, H6 1.087, H7 1.083
2 C 0.09049 -1.12070 -1.50759  H8 1.091, H9 1.094, H10 1.099
3 N 0.55662 1.96706 -0.92930  C1 1.308, H5 1.018
4 H 0.67661 1.14895 0.35140  N12 1.134
5 H 1.39755 2.19217 -1.45683  N3 1.018
6 H -0.22351 1.13567 -2.70637  C1 1.087
7 H -1.26255 1.06628 -1.18890  C1 1.083
8 H -0.76310 -1.19331 -2.18335  C2 1.091
9 H 1.00720 -1.16513 -2.10270  C2 1.094
10 H 0.05383 -2.03669 -0.90072  C2 1.099
11 N -0.52133 0.13110 1.77290  N12 1.424, N13 1.421, H14 1.016
12 N 0.60545 0.16093 0.90264  H4 1.134, N11 1.424, H16 1.021, H17 1.210
13 N -0.65255 -1.15755 2.35773  N11 1.421, H15 1.012, H18 1.015
14 H -0.40298 0.84849 2.48195  N11 1.016
15 H -1.56811 -1.52385 2.13136  N13 1.012
16 H 1.47839 -0.11673 1.35338  N12 1.021
17 H 0.35293 -0.44481 -0.11343  N12 1.210
18 H -0.53372 -1.14850 3.36571  N13 1.015

Values from the calculation:
- Total charge: 0
- HOMO energy: -0.2576 Ha
- Orbital gap: 7.936 eV

Löwdin population analysis, charges in e, atoms 1 to 5: -0.18, -0.19, -0.06, 0.07, 0.05

Quick ranking, most stable first: x, w.

--- w ---
2 unconnected molecules or ions with the total composition C5H12NO, computed with ωB97M-V/def2-TZVPD.

Last columns: bonded neighbours and bond lengths (Å).
Positions of all 19 atoms, in Å:
1 C -1.66730 0.15953 -0.15071  C3 1.473, O7 1.210, H8 1.103
2 C 1.22266 0.39172 0.62436  C4 1.449, N6 1.352, H9 1.053
3 C -3.10000 -0.18214 -0.15585  C1 1.473, H10 1.106, H11 1.181, H12 1.095
4 C 1.10969 1.83190 0.51547  C2 1.449, H13 1.072, H14 1.137, H15 1.060
5 C 1.75379 -1.84662 -0.42808  N6 1.426, H16 1.099, H17 1.075, H18 1.040
6 N 1.65925 -0.42566 -0.36047  C2 1.352, C5 1.426, H19 1.071
7 O -0.80598 -0.22642 0.60606  C1 1.210
8 H -1.46849 1.07465 -0.73275  C1 1.103
9 H 1.07213 -0.08516 1.55094  C2 1.053
10 H -3.40549 -1.24462 -0.19584  C3 1.106
11 H -3.60529 0.41542 -1.04014  C3 1.181
12 H -3.37329 0.27017 0.80283  C3 1.095
13 H 1.79383 2.22350 1.24161  C4 1.072
14 H 0.02003 2.00215 0.79012  C4 1.137
15 H 1.22042 2.32296 -0.41723  C4 1.060
16 H 2.72300 -2.16541 -0.83600  C5 1.099
17 H 1.87295 -2.33630 0.52102  C5 1.075
18 H 0.98523 -2.17352 -1.04712  C5 1.040
19 H 1.99286 -0.00614 -1.28820  N6 1.071

Values from the calculation:
- Total charge: +1
- HOMO energy: -0.5273 Ha
- Orbital gap: 10.908 eV

Löwdin population analysis, charges in e, atoms 1 to 5: -0.27, -0.10, -0.02, -0.01, -0.04

--- x ---
2 unconnected molecules or ions with the total composition C5H12NO, computed with ωB97M-V/def2-TZVPD.

Last columns: bonded neighbours and bond lengths (Å).
Positions of all 19 atoms, in Å:
1 C -1.30256 2.10596 -0.75162  N3 1.476, H4 1.087, H5 1.086, H6 1.085
2 C -0.53189 0.44690 -2.32588  N3 1.270, H7 1.083, H8 1.083
3 N -1.14629 0.72596 -1.25028  C1 1.476, C2 1.270, H9 1.052
4 H -0.57219 2.23416 0.04321  C1 1.087
5 H -2.31338 2.20914 -0.36870  C1 1.086
6 H -1.13760 2.79541 -1.57261  C1 1.085
7 H -0.24813 1.23858 -3.00824  C2 1.083
8 H -0.35606 -0.59897 -2.54614  C2 1.083
9 H -1.27444 -0.04823 -0.54891  N3 1.052
10 C 2.60454 -0.40187 1.47649  C11 1.513, H14 1.091, H15 1.089, H16 1.084
11 C 1.36846 -1.04473 0.88778  C10 1.513, C12 1.325, H17 1.088
12 C 0.13992 -0.74701 1.28625  C11 1.325, O13 1.397, H18 1.077
13 O -1.03848 -1.26852 0.74707  C12 1.397, H19 0.952
14 H 2.86161 0.48254 0.89163  C10 1.091
15 H 2.38462 -0.05007 2.48361  C10 1.089
16 H 3.43191 -1.10244 1.49290  C10 1.084
17 H 1.50353 -1.80705 0.12266  C11 1.088
18 H -0.03605 -0.00040 2.04255  C12 1.077
19 H -0.80951 -2.12248 0.39393  O13 0.952

Values from the calculation:
- Total charge: +1
- HOMO energy: -0.4754 Ha
- Orbital gap: 8.136 eV

Löwdin population analysis, charges in e, atoms 1 to 5: 0.02, 0.17, 0.01, 0.11, 0.11

Quick ranking, most stable first: x, w.

--- w ---
2 unconnected molecules or ions with the total composition C5H12NO, computed with ωB97M-V/def2-TZVPD.

Last columns: bonded neighbours and bond lengths (Å).
Positions of all 19 atoms, in Å:
1 C 1.60207 0.21100 0.09164  C3 1.477, O7 1.199, H8 1.152
2 C -1.22785 -0.74405 0.31538  C4 1.541, N6 1.277, H9 1.024
3 C 3.04064 0.02249 -0.18460  C1 1.477, H10 1.052, H11 1.136, H12 1.015
4 C -1.21555 -2.21768 -0.13425  C2 1.541, H13 1.135, H14 1.068, H15 1.118
5 C -1.39464 1.72750 0.38176  N6 1.504, H16 1.042, H17 1.115, H18 1.098
6 N -1.31417 0.38100 -0.28242  C2 1.277, C5 1.504, H19 1.013
7 O 0.83762 -0.56637 0.59174  C1 1.199
8 H 1.08665 1.12620 -0.38220  C1 1.152
9 H -1.45042 -0.56331 1.29835  C2 1.024
10 H 3.32996 -0.75626 0.46040  C3 1.052
11 H 3.50090 0.99464 0.18153  C3 1.136
12 H 3.11802 -0.05705 -1.19387  C3 1.015
13 H -2.31275 -2.40761 0.08325  C4 1.135
14 H -0.49828 -2.64404 0.53174  C4 1.068
15 H -0.70688 -2.33642 -1.12228  C4 1.118
16 H -0.68590 2.32909 -0.08794  C5 1.042
17 H -2.45211 2.05840 0.25915  C5 1.115
18 H -1.43899 1.44199 1.44144  C5 1.098
19 H -0.99074 0.34807 -1.24166  N6 1.013

Values from the calculation:
- Total charge: +1
- HOMO energy: -0.5260 Ha
- Orbital gap: 10.979 eV

Löwdin population analysis, charges in e, atoms 1 to 5: -0.25, -0.15, 0.01, 0.03, 0.03

--- x ---
2 unconnected molecules or ions with the total composition C5H12NO, computed with ωB97M-V/def2-TZVPD.

Last columns: bonded neighbours and bond lengths (Å).
Positions of all 19 atoms, in Å:
1 C -1.23397 -1.92824 1.68991  C2 1.569, H7 1.069, H8 1.088, H9 1.131
2 C -1.38855 -0.36827 1.75135  C1 1.569, C3 1.564, H10 1.091, H11 1.125
3 C -0.54060 0.29978 0.61991  C2 1.564, C4 1.334, H12 1.135
4 C -0.78522 0.51452 -0.67403  C3 1.334, N5 1.520, H13 1.067
5 N 0.44266 0.76876 -1.53300  C4 1.520, C6 1.278, H14 1.119
6 C 0.53684 0.16797 -2.65713  N5 1.278, H15 1.118, H16 1.112
7 H -0.84241 -2.26214 2.62679  C1 1.069
8 H -2.19377 -2.36331 1.42038  C1 1.088
9 H -0.56068 -2.32842 0.87447  C1 1.131
10 H -2.45706 -0.17018 1.84888  C2 1.091
11 H -0.82401 0.10221 2.60298  C2 1.125
12 H 0.51031 0.37869 1.04042  C3 1.135
13 H -1.62860 0.89163 -1.20861  C4 1.067
14 H 1.27881 1.25579 -0.97045  N5 1.119
15 H -0.19772 -0.64329 -2.88435  C6 1.118
16 H 1.30724 0.44696 -3.40937  C6 1.112
17 H 2.94104 2.59920 -0.41727  O19 0.993
18 H 3.08405 0.94953 -0.23073  O19 0.947
19 O 2.55161 1.68882 -0.49013  H17 0.993, H18 0.947

Values from the calculation:
- Total charge: +1
- HOMO energy: -0.5100 Ha
- Orbital gap: 9.527 eV

Löwdin population analysis, charges in e, atoms 1 to 5: -0.09, -0.20, -0.06, -0.05, 0.01

Quick ranking, most stable first: w, x.